(1)
# C15H34Cl2NO5RbSSe4Si

A structure of composition C15H34Cl2NO5RbSSe4Si in a non-equilibrium geometry (the ωB97M-V functional and the def2-TZVPD basis, the Open Molecules 2025 dataset).

DFT total energy (eV): -333643.3861
Highest occupied orbital energy (eV): -0.778
Energy above the lowest of the compared OMol25 structures with the same formula, charge and spin (kcal/mol): 10.7
Net charge: -2

Element x y z (Å)
Rb1 -0.6362 0.5401 -3.8938
C1 -0.8187 0.6364 2.6910
C2 -1.3725 0.6515 1.2671
C3 -1.6184 2.0734 0.7775
C4 -2.6693 -0.1476 1.2172
O1 -0.4687 -0.0159 0.3677
Si1 1.1612 0.1413 0.1048
S1 1.6199 -0.3948 -1.7993
O2 1.9358 -0.7277 1.3178
C5 2.2395 -2.1135 1.4314
C6 1.0267 -2.9531 1.0314
C7 2.5653 -2.3459 2.9028
C8 3.4472 -2.4651 0.5660
O3 1.5156 1.6951 0.5636
C9 2.7574 2.3464 0.8155
C10 3.9015 1.7282 0.0143
C11 3.0490 2.2450 2.3120
C12 2.5608 3.8008 0.4060
H1 -1.5255 1.1183 3.3719
H2 0.1318 1.1670 2.7399
H3 -0.6553 -0.3937 3.0231
H4 -2.3590 2.5737 1.4072
H5 -2.0170 2.0771 -0.2380
H6 -0.6938 2.6474 0.7960
H7 -3.4272 0.3021 1.8630
H8 -2.4842 -1.1738 1.5533
H9 -3.0587 -0.1665 0.1981
H10 0.1804 -2.6553 1.6582
H11 1.2208 -4.0206 1.1736
H12 0.7801 -2.7729 -0.0176
H13 1.7024 -2.0889 3.5214
H14 3.4007 -1.7066 3.1971
H15 2.8371 -3.3893 3.0864
H16 3.2318 -2.2531 -0.4806
H17 3.7073 -3.5227 0.6796
H18 4.3057 -1.8616 0.8742
H19 4.0726 0.6941 0.3193
H20 4.8207 2.2990 0.1810
H21 3.6653 1.7234 -1.0493
H22 3.1054 1.1942 2.6012
H23 2.2446 2.7186 2.8805
H24 3.9918 2.7405 2.5624
H25 2.3299 3.8576 -0.6588
H26 3.4600 4.3900 0.6081
H27 1.7231 4.2316 0.9581
Se1 -3.0801 1.5963 -6.3605
Se2 -3.1197 3.8375 -5.6438
Se3 -2.1275 3.9849 -3.5112
Se4 -3.7990 4.2104 -1.8782
N1 -2.0873 -3.3639 -0.3816
C13 -1.8841 -2.4449 -1.5072
C14 -1.5156 -3.1913 -2.7770
O4 -1.4918 -4.5244 -2.6437
O5 -1.2704 -2.6403 -3.8178
H28 -2.9588 -3.1644 0.0866
H29 -1.3479 -3.2502 0.2986
H30 -1.7568 -4.6664 -1.7061
H31 -1.1051 -1.7026 -1.3094
H32 -2.7904 -1.8867 -1.7297
Cl1 -6.2541 0.0299 -2.6886
C15 -4.9461 1.0981 -3.2793
Cl2 -3.3529 0.4147 -2.9296
H33 -4.9885 2.0566 -2.7634
H34 -5.0110 1.1824 -4.3605

***

(2)
# C30H25N3O3S3Te4W

A structure of composition C30H25N3O3S3Te4W in a non-equilibrium geometry (the ωB97M-V functional and the def2-TZVPD basis, the Open Molecules 2025 dataset).

DFT total energy (eV): -105632.1970
Highest occupied orbital energy (alpha / beta) (eV): -6.843 / -6.846
Net charge: 0

Element x y z (Å)
W1 1.7165 1.2733 0.8079
C1 -0.6728 3.1938 2.9903
O1 -0.2198 1.9359 2.4977
C2 -0.6931 0.7936 3.0694
C3 -1.5578 0.8093 4.1580
C4 -2.0004 -0.3759 4.7231
C5 -1.5749 -1.5919 4.2152
C6 -0.7205 -1.6126 3.1280
C7 -0.2819 -0.4359 2.5308
N1 0.5743 -0.4849 1.3781
N2 0.4296 -1.5459 0.7079
C8 1.1554 -1.8580 -0.3954
C9 2.0937 -1.0344 -1.0576
O2 2.3478 0.2080 -0.7960
C10 2.8329 -1.5890 -2.1502
C11 2.6278 -2.8515 -2.5807
C12 1.6326 -3.6906 -1.9932
C13 1.3937 -4.9883 -2.4827
C14 0.4225 -5.7771 -1.9254
C15 -0.3405 -5.2782 -0.8601
C16 -0.1180 -4.0177 -0.3613
C17 0.8811 -3.1928 -0.9120
H1 -0.4094 3.3168 4.0425
H2 -1.7506 3.2896 2.8491
H3 -0.1528 3.9403 2.3985
H4 -1.8868 1.7503 4.5710
H5 -2.6660 -0.3389 5.5749
H6 -1.8945 -2.5205 4.6678
H7 -0.3680 -2.5509 2.7248
H8 3.5604 -0.9352 -2.6129
H9 3.2130 -3.2431 -3.4051
H10 1.9894 -5.3490 -3.3129
H11 0.2405 -6.7739 -2.3040
H12 -1.1185 -5.8924 -0.4249
H13 -0.7210 -3.6439 0.4528
Te1 2.8272 1.7171 3.1966
Te2 3.7764 0.2529 5.1683
Te3 4.4543 2.1429 0.8828
Te4 2.5900 3.8829 0.1231
O3 0.0985 1.7489 -0.0578
C18 -0.8565 1.8429 -1.0953
C19 -0.5329 0.8356 -2.1798
C20 0.5543 0.8790 -3.0009
C21 0.6206 -0.2286 -3.8854
C22 -0.4214 -1.0893 -3.7134
S1 -1.4857 -0.5638 -2.4865
C23 -0.8074 3.2400 -1.6911
C24 -1.0787 3.6355 -2.9630
C25 -1.0492 5.0514 -3.1227
C26 -0.7515 5.6968 -1.9664
S2 -0.5117 4.6000 -0.6729
C27 -2.2259 1.5852 -0.4814
C28 -2.6111 0.5049 0.2565
C29 -3.9610 0.5845 0.6919
C30 -4.5720 1.7246 0.2699
S3 -3.5201 2.7057 -0.6523
H14 1.2877 1.6729 -2.9555
H15 1.4066 -0.3785 -4.6115
H16 -0.6207 -2.0064 -4.2442
H17 -1.2945 2.9377 -3.7591
H18 -1.2318 5.5569 -4.0594
H19 -0.6397 6.7567 -1.8061
H20 -1.9620 -0.3288 0.4771
H21 -4.4469 -0.1720 1.2910
H22 -5.5871 2.0395 0.4492
N3 3.5045 -1.2126 1.5851
H23 4.0813 -1.0081 2.3973
H24 4.1090 -1.5664 0.8506
H25 2.8935 -1.9781 1.8519

***

(3)
# C26H62N2O10

A cluster of 6 separate species, C26H62N2O10 in total in a non-equilibrium geometry (the ωB97M-V functional and the def2-TZVPD basis, the Open Molecules 2025 dataset).

DFT total energy (eV): -51414.1171
Highest occupied orbital energy (eV): -8.095
Energy above the lowest of the compared OMol25 structures with the same formula, charge and spin (kcal/mol): 101.4
Net charge: 0
SMILES: CC1(C)CCCC(C)(C)N1O.CC1(C)CCCC(C)(C)N1O.OCCO.OCCO.OCCO.OCCO

Element x y z (Å)
C1 7.1571 6.0087 -5.2193
C2 6.1780 5.4036 -4.3011
C3 6.3780 3.7951 -4.3965
C4 6.6653 5.7308 -2.8414
C5 6.3264 7.1959 -2.3226
C6 4.8605 7.5809 -2.7031
C7 4.3800 7.2381 -4.0877
C8 2.8647 7.3600 -4.1133
C9 4.8342 8.3045 -5.0937
N1 4.8116 5.8791 -4.4789
O1 4.3104 5.5084 -5.6699
H1 7.8606 5.2615 -5.5866
H2 6.7409 6.3574 -6.1644
H3 7.7228 6.7948 -4.7191
H4 6.2701 3.4674 -5.4305
H5 7.3295 3.4829 -3.9661
H6 5.5035 3.3453 -3.9263
H7 6.3884 5.0193 -2.0635
H8 7.7400 5.7475 -2.6603
H9 6.3210 7.2543 -1.2341
H10 6.9588 7.9484 -2.7935
H11 4.7733 8.6572 -2.5541
H12 4.1673 7.0197 -2.0765
H13 2.5313 7.3683 -5.1510
H14 2.5655 8.3418 -3.7464
H15 2.3252 6.6911 -3.4428
H16 4.4002 9.3043 -5.0886
H17 4.5629 8.1962 -6.1438
H18 5.9134 8.2934 -4.9405
H19 3.6937 4.8791 -5.2888
C10 0.9914 -4.1331 6.1896
C11 0.1984 -4.6871 4.9282
C12 -0.0733 -3.4420 4.0172
C13 1.0562 -5.7931 4.1656
C14 1.0126 -7.2392 4.6813
C15 -0.4704 -7.6648 4.9365
C16 -1.2061 -6.6982 5.9259
C17 -2.7046 -6.9751 5.8441
C18 -0.5549 -6.8696 7.3659
N2 -1.0408 -5.3076 5.3807
O2 -1.8572 -4.3624 6.0861
H20 1.1066 -4.9267 6.9278
H21 1.9549 -3.7731 5.8288
H22 0.5579 -3.2576 6.6731
H23 -0.3446 -2.5317 4.5519
H24 0.7539 -3.1653 3.3635
H25 -0.8573 -3.6830 3.2993
H26 0.8469 -5.6324 3.1080
H27 2.0943 -5.4660 4.1057
H28 1.3949 -7.9021 3.9051
H29 1.6635 -7.3860 5.5432
H30 -0.4798 -8.7313 5.1612
H31 -0.9340 -7.4560 3.9723
H32 -3.3314 -6.3479 6.4780
H33 -2.8115 -8.0267 6.1102
H34 -3.0221 -6.7579 4.8242
H35 -0.4268 -5.9472 7.9324
H36 0.4322 -7.3213 7.2671
H37 -1.1002 -7.5450 8.0252
H38 -2.5745 -4.1689 5.4782
O3 -6.4051 -0.2904 2.5509
C19 -7.7527 -0.2046 2.9374
C20 -7.8651 -1.1814 4.1532
O4 -7.4402 -2.5294 3.6652
H39 -6.0189 -1.0753 2.9464
H40 -7.9638 0.8172 3.2527
H41 -8.4042 -0.5609 2.1395
H42 -8.8930 -1.2989 4.4967
H43 -7.2173 -0.8332 4.9577
H44 -8.0182 -2.7838 2.9422
O5 -3.1880 -1.4030 -3.5016
C21 -2.9409 -0.0727 -3.7789
C22 -1.4764 0.5020 -3.5354
O6 -0.4705 -0.2346 -4.3179
H45 -3.7562 -1.3026 -2.7344
H46 -3.1482 -0.0466 -4.8487
H47 -3.7363 0.5682 -3.3985
H48 -1.2301 0.3790 -2.4808
H49 -1.3668 1.5797 -3.6560
H50 -0.4502 -1.1451 -4.0142
O7 -5.5062 6.3806 -0.7648
C23 -6.6459 7.0347 -0.2009
C24 -7.0848 8.3335 -0.8809
O8 -5.9812 9.1783 -0.4405
H51 -4.9028 5.9731 -0.1391
H52 -7.5033 6.3723 -0.0818
H53 -6.5330 7.2821 0.8546
H54 -8.0870 8.6549 -0.5974
H55 -7.0119 8.3003 -1.9679
H56 -6.1405 10.1246 -0.4676
O9 0.7170 -6.8208 -3.6327
C25 0.9874 -8.2365 -3.9415
C26 1.1603 -9.1475 -2.6689
O10 1.4905 -10.3888 -3.2635
H57 -0.2181 -6.6036 -3.6323
H58 0.2861 -8.5548 -4.7129
H59 1.9827 -8.1535 -4.3781
H60 0.2350 -9.1322 -2.0929
H61 1.9478 -8.7040 -2.0597
H62 1.7412 -11.0131 -2.5787

***

(4)
# C36H24BCl3F2N7OTc

A structure of composition C36H24BCl3F2N7OTc in a non-equilibrium geometry (the ωB97M-V functional and the def2-TZVPD basis, the Open Molecules 2025 dataset).

2S+1: 4
DFT total energy (eV): -96075.6930
Highest occupied orbital energy (alpha / beta) (eV): -9.317 / -10.226
Energy above the lowest of the compared OMol25 structures with the same formula, charge and spin (kcal/mol): 12.9
Net charge: +1
Expectation value of S²: 3.794

Element x y z (Å)
Tc1 0.1754 -0.4812 0.4766
C1 -2.1962 1.2908 3.6607
C2 -1.4100 0.4079 2.9583
N1 -1.1069 0.6007 1.6618
C3 -1.6066 1.7364 1.0844
C4 -2.4113 2.6000 1.8301
N2 -2.7135 2.3858 3.0934
C5 -1.2010 1.9413 -0.2925
C6 -1.7209 2.8680 -1.1713
C7 -1.3662 2.8490 -2.5257
C8 -0.4336 1.8810 -2.9294
C9 0.0971 0.9959 -2.0191
N3 -0.2625 1.0365 -0.7040
C10 1.0039 -0.1001 -2.3099
C11 1.6832 -0.2635 -3.5168
N4 2.5494 -1.2342 -3.7263
C12 2.7610 -2.0754 -2.7123
C13 2.0849 -1.9669 -1.5158
N5 1.1993 -0.9834 -1.2831
C14 -2.0188 3.7396 -3.5055
C15 -1.5411 3.8720 -4.8104
C16 -2.2341 4.6611 -5.7150
N6 -3.3357 5.3311 -5.4038
C17 -3.7866 5.2320 -4.1603
C18 -3.1773 4.4525 -3.1904
H1 -2.4254 1.1302 4.7053
H2 -0.9920 -0.4654 3.4393
H3 -2.8186 3.4972 1.3796
H4 -2.4374 3.5883 -0.8087
H5 -0.1525 1.7927 -3.9672
H6 1.5226 0.4261 -4.3364
H7 3.5056 -2.8441 -2.8686
H8 2.2706 -2.6587 -0.7098
H9 -0.6377 3.3771 -5.1374
H10 -1.8914 4.7595 -6.7384
H11 -4.6828 5.7970 -3.9315
H12 -3.6370 4.3936 -2.2147
Cl1 -1.7928 -7.6133 0.7076
C19 -1.8978 -5.9665 0.2410
C20 -1.2402 -5.0012 0.9839
C21 -1.3450 -3.6693 0.6193
Cl2 -0.4725 -2.5219 1.5898
C22 -2.1108 -3.2854 -0.4766
O1 -2.2429 -1.9721 -0.8393
C23 -2.7180 -4.2842 -1.2420
Cl3 -3.5594 -3.8232 -2.6737
C24 -2.6257 -5.6145 -0.8840
H13 -0.6388 -5.2809 1.8372
H14 -3.1118 -6.3736 -1.4799
C25 1.7144 2.4906 4.8305
C26 2.1123 1.1847 5.0894
C27 2.1568 0.2532 4.0675
C28 1.7920 0.6066 2.7608
C29 1.4009 1.9247 2.5115
C30 1.3642 2.8536 3.5390
N7 1.7903 -0.3668 1.7385
C31 2.9445 -1.1871 1.6962
C32 4.2065 -0.5765 1.7404
C33 5.3655 -1.3232 1.6471
C34 5.3089 -2.7058 1.5284
C35 4.0723 -3.3280 1.5289
C36 2.9042 -2.5817 1.6096
H15 1.6881 3.2201 5.6282
H16 2.3930 0.8907 6.0922
H17 2.4651 -0.7653 4.2671
H18 1.1753 2.2198 1.4928
H19 1.0803 3.8765 3.3264
H20 4.2592 0.5006 1.8357
H21 6.3242 -0.8218 1.6665
H22 6.2170 -3.2863 1.4415
H23 4.0093 -4.4079 1.4777
H24 1.9584 -3.0971 1.6612
F1 -3.5374 -0.3906 -1.9158
B1 -3.4744 -1.4628 -1.1480
F2 -4.5914 -1.8849 -0.5818

***

(5)
# C13H20N4PdS6Sb

A structure of composition C13H20N4PdS6Sb (the ωB97M-V functional and the def2-TZVPD basis, the Open Molecules 2025 dataset).

2S+1: 6
DFT total energy (eV): -94779.4642
Highest occupied orbital energy (alpha / beta) (eV): -14.105 / -14.180
Energy above the lowest of the compared OMol25 structures with the same formula, charge and spin (kcal/mol): 0.0
Net charge: +2
Expectation value of S²: 8.787

Element x y z (Å)
Pd1 1.0227 -1.0436 0.4107
S1 3.6325 1.5717 2.9961
Sb1 2.8878 -0.6368 3.2608
S2 0.5877 -0.1241 2.5905
S3 3.3273 -1.2105 0.9328
C1 2.9893 0.2517 -2.6024
C2 2.1858 -1.0064 -2.7127
N1 1.5362 -1.5966 -1.7350
C3 0.9044 -2.7518 -2.1610
C4 1.0713 -3.0291 -3.4690
S4 2.0466 -1.8308 -4.1896
C5 0.1815 -3.5310 -1.1488
C6 -0.4564 -4.7115 -1.2871
S5 -1.0887 -5.2057 0.2168
C7 -0.4800 -3.8237 0.9744
N2 0.1587 -3.0312 0.1409
C8 -0.6467 -3.5812 2.4407
H1 2.9521 0.6318 -1.5841
H2 2.6037 1.0191 -3.2733
H3 4.0294 0.0671 -2.8705
H4 0.6924 -3.8648 -4.0365
H5 -0.5788 -5.3084 -2.1770
H6 -1.3612 -4.2739 2.8797
H7 -1.0034 -2.5678 2.6168
H8 0.3075 -3.7155 2.9524
C9 -0.9975 3.7630 1.9805
N3 -0.3094 3.0077 0.9182
C10 1.1231 3.3012 0.8183
C11 -0.9043 2.0617 0.2037
S6 0.0203 0.8721 -0.6958
N4 -2.2340 2.0260 0.1057
C12 -2.9610 0.8071 -0.2650
C13 -3.0314 3.2586 -0.0465
H9 -0.2898 3.8801 2.7988
H10 -1.8587 3.2034 2.3336
H11 -1.3059 4.7502 1.6450
H12 1.2547 4.3794 0.8861
H13 1.5155 2.9538 -0.1313
H14 1.6575 2.8261 1.6430
H15 -2.4585 -0.0717 0.1245
H16 -3.0637 0.7260 -1.3472
H17 -3.9513 0.8739 0.1803
H18 -2.3903 4.1313 -0.0729
H19 -3.7614 3.3600 0.7548
H20 -3.5556 3.1934 -0.9993

***

(6)
# C7H12S

A cluster of 2 separate species, C7H12S in total in a non-equilibrium geometry (the ωB97M-V functional and the def2-TZVPD basis, the Open Molecules 2025 dataset).

DFT total energy (eV): -18283.3033
Highest occupied orbital energy (alpha / beta) (eV): -8.191 / -8.190
Energy above the lowest of the compared OMol25 structures with the same formula, charge and spin (kcal/mol): 136.7
Net charge: 0

Element x y z (Å)
C1 0.1797 -3.1560 1.3049
C2 0.4845 -2.1822 0.6205
C3 0.4101 1.0815 -1.2306
C4 0.5054 1.3312 1.2539
C5 -1.4487 0.2737 0.1400
C6 0.7879 -0.9185 0.0560
C7 0.0830 0.3848 0.1362
S1 -0.2833 -2.1526 -2.3520
H1 0.1049 -3.9600 1.9779
H2 1.4492 1.1451 -1.4758
H3 -0.2512 0.7341 -2.1041
H4 0.2017 2.1991 -1.1984
H5 1.6061 1.1321 1.5674
H6 0.4351 2.3585 0.6829
H7 -0.3466 1.2713 2.0659
H8 -1.9184 1.2735 0.1723
H9 -1.7358 -0.2543 1.1464
H10 -1.7315 -0.2094 -0.7841
H11 1.8509 -0.9326 -0.3744
H12 0.3407 -1.4580 -3.3515

***

(7)
# C7H10ClN4OPSr

A structure of composition C7H10ClN4OPSr in a non-equilibrium geometry (the ωB97M-V functional and the def2-TZVPD basis, the Open Molecules 2025 dataset).

DFT total energy (eV): -38059.8624
Highest occupied orbital energy (eV): -15.814
Net charge: +2

Element x y z (Å)
N1 2.2619 -2.2836 0.1587
C1 1.3881 -1.5609 0.3890
C2 0.2930 -0.6435 0.6921
C3 -0.9946 -1.4539 0.8743
C4 -2.0503 -0.7470 1.7127
N2 -1.8733 -0.1290 2.7987
C5 0.3499 0.5124 -0.3711
C6 1.7473 0.5027 -0.8043
N3 2.8448 0.3514 -1.1205
C7 -0.5459 0.3657 -1.6226
N4 0.0923 -0.5364 -2.5897
P1 0.0769 2.1424 0.6232
O1 -0.4853 3.0566 -0.5620
Cl1 2.0345 2.7803 0.8653
H1 0.5465 -0.1552 1.6445
H2 -0.7391 -2.3721 1.4047
H3 -1.4188 -1.7772 -0.0699
H4 -3.0694 -0.8252 1.3455
H5 -0.8885 -0.1242 3.0800
H6 -0.6300 1.3611 -2.0500
H7 -1.5580 0.0593 -1.3839
H8 0.5615 0.0260 -3.2898
H9 -0.6322 -1.0228 -3.1052
H10 -1.0305 3.7682 -0.1913
Sr1 3.9722 -1.2103 1.3235

***

(8)
# C12H15FN3O2PtS2

A structure of composition C12H15FN3O2PtS2 in a non-equilibrium geometry (the ωB97M-V functional and the def2-TZVPD basis, the Open Molecules 2025 dataset).

2S+1: 2
DFT total energy (eV): -48883.5003
Highest occupied orbital energy (alpha / beta) (eV): 1.543 / 1.225
Energy above the lowest of the compared OMol25 structures with the same formula, charge and spin (kcal/mol): 61.4
Net charge: -2
Expectation value of S²: 0.829

Element x y z (Å)
Pt1 0.0675 0.0632 2.4669
O1 2.3923 0.5913 1.5899
N1 3.0419 -0.4158 1.0975
C1 4.1997 -0.1689 0.4303
C2 4.9328 -1.1567 -0.1828
C3 4.4642 -2.4682 -0.1597
C4 3.2907 -2.7196 0.5353
C5 2.5992 -1.7172 1.2179
S1 1.2743 -2.1378 2.1995
H1 4.4857 0.8718 0.4041
H2 5.8602 -0.9031 -0.6776
H3 4.9889 -3.2674 -0.6665
H4 2.8846 -3.7173 0.5989
C6 -2.5320 -1.6979 2.6488
O2 -1.7824 -1.0510 1.7133
H5 -3.3740 -2.2346 2.1511
H6 -2.9661 -1.0241 3.4122
H7 -1.9396 -2.4602 3.1819
F1 0.1410 0.1945 4.6026
C7 -2.9352 -0.8282 -1.5659
C8 -2.3593 0.5349 -1.3634
C9 -2.0773 1.4385 -2.3580
C10 -1.4628 2.6493 -2.0180
N2 -1.0945 2.9224 -0.7389
C11 -1.3456 2.0400 0.1940
S2 -0.8760 2.3617 1.7991
N3 -2.0606 0.8844 -0.0568
C12 -1.1186 3.6898 -3.0429
H8 -2.7943 -1.1612 -2.5952
H9 -4.0054 -0.8511 -1.3348
H10 -2.4339 -1.5078 -0.8778
H11 -2.3173 1.2146 -3.3896
H12 -2.0709 0.1390 0.6857
H13 -1.5648 3.4434 -4.0062
H14 -0.0381 3.7790 -3.1696
H15 -1.4737 4.6705 -2.7241